Molecular formula: C33H35Ge2N4O6Ti
Method: DFT, ωB97M-V with the def2-TZVPD basis set

The geometry in XYZ format:
```
81
Properties=species:S:1:pos:R:3:mulliken_charge:R:1
Ti 0.213 0.227 1.536 -1.624
O -2.203 -0.189 6.984 -0.556
C -1.741 0.050 5.739 0.974
C -2.544 -0.036 4.609 -0.910
C -1.966 0.174 3.367 -0.079
N -0.652 0.437 3.267 1.167
C 0.121 0.562 4.360 0.297
C -0.375 0.369 5.620 -0.863
C 1.544 0.729 3.839 0.303
O 1.762 -0.205 2.960 -0.660
O 2.283 1.648 4.118 -0.647
C -2.559 0.043 2.001 0.518
O -3.742 -0.095 1.785 -0.709
O -1.618 0.098 1.087 -0.350
H -3.141 -0.411 6.950 0.309
H -3.597 -0.282 4.679 0.458
H 0.234 0.424 6.510 0.581
O 2.317 0.512 0.648 -0.225
C 2.702 1.873 0.810 -1.554
C 1.507 2.786 0.924 1.214
C 1.632 4.147 0.727 -0.942
C 0.516 4.960 0.845 -0.614
C -0.700 4.363 1.158 -0.704
C -0.752 3.004 1.354 -0.358
N 0.334 2.203 1.248 0.674
H 2.346 0.121 1.561 0.709
H 3.306 2.162 -0.052 0.517
H 3.311 1.980 1.715 0.519
H 2.598 4.566 0.482 0.542
H 0.589 6.027 0.693 0.423
H -1.605 4.948 1.243 0.513
H -1.691 2.515 1.571 0.124
C -1.017 -3.482 -1.991 -1.288
Ge 0.254 -2.043 -2.552 1.475
C -0.064 -1.715 -4.493 -1.391
C 2.086 -2.845 -2.562 -1.426
Ge -0.027 0.057 -1.153 0.215
C 1.362 1.128 -2.165 0.048
C 1.131 2.361 -2.774 -0.190
C 2.149 3.049 -3.423 -0.637
C 3.428 2.516 -3.482 -0.664
C 3.673 1.275 -2.910 -0.802
C 2.652 0.596 -2.264 -0.145
C -1.729 0.810 -1.893 -0.030
C -2.625 0.003 -2.593 -0.262
C -3.771 0.529 -3.173 -0.856
C -4.053 1.881 -3.050 -0.624
C -3.197 2.692 -2.321 -0.943
C -2.054 2.157 -1.745 0.301
H -0.513 -4.450 -1.964 0.436
H -1.842 -3.549 -2.701 0.502
H -1.430 -3.276 -1.004 0.204
H 0.052 -2.660 -5.029 0.468
H 0.669 -1.007 -4.879 0.346
H -1.059 -1.320 -4.690 0.362
H 2.006 -3.884 -2.887 0.474
H 2.583 -2.823 -1.593 0.259
H 2.705 -2.306 -3.278 0.434
H 0.136 2.787 -2.758 0.345
H 1.940 4.003 -3.893 0.405
H 4.225 3.057 -3.977 0.368
H 4.663 0.836 -2.967 0.397
H 2.862 -0.367 -1.814 0.354
H -2.429 -1.060 -2.677 0.395
H -4.445 -0.117 -3.722 0.411
H -4.942 2.297 -3.508 0.360
H -3.421 3.747 -2.205 0.429
H -1.403 2.803 -1.167 0.320
N 0.204 -6.019 1.123 -0.530
C 0.231 -4.664 1.250 1.021
C 1.312 -3.900 0.793 -0.464
C 1.284 -2.536 0.937 -0.490
N 0.275 -1.860 1.509 1.210
C -0.732 -2.601 1.996 -0.560
C -0.803 -3.968 1.885 -1.043
H 0.844 -6.459 0.486 0.217
H -0.661 -6.499 1.290 0.204
H 2.158 -4.378 0.319 0.337
H 2.103 -1.933 0.563 0.312
H -1.538 -2.082 2.488 0.321
H -1.664 -4.492 2.278 0.371
```

Summary:
Net charge: 0
<S²>: 0.7631
Spin multiplicity: 2
E: -189184.7845 eV
Energy above the lowest of the compared OMol25 structures with the same formula, charge and spin: 31.2 kcal/mol
Kohn-Sham gap (alpha / beta): 6.13 / 5.99 eV
Strongest force on any atom: 4.38 eV/Å
HOMO (alpha / beta): -6.456 / -6.389 eV


Molecular formula: C6H8NaO6
Method: DFT, ωB97M-V with the def2-TZVPD basis set

The geometry in XYZ format:
```
21
Properties=species:S:1:pos:R:3:mulliken_charge:R:1
O -1.150 -0.497 -2.177 -0.438
C -2.292 -0.075 -1.486 0.785
O -2.756 1.035 -1.731 -0.686
O -2.674 -0.948 -0.666 -0.884
C -0.022 0.377 -2.240 -0.407
H 0.156 0.700 -3.277 0.278
H -0.229 1.258 -1.615 0.297
C 1.167 -0.396 -1.670 -0.434
H 1.520 -1.128 -2.426 0.273
H 2.014 0.315 -1.586 0.295
O 0.827 -0.972 -0.449 -0.703
Na -0.969 -2.096 -0.510 0.970
O 1.456 -0.896 2.233 -0.179
C 1.948 -0.171 1.191 -0.378
C 0.208 -0.340 2.706 -0.255
O 1.462 1.086 1.380 -0.175
C 0.187 1.039 2.056 -0.114
H 0.242 -0.315 3.802 0.258
H -0.626 -0.973 2.373 0.140
H 0.153 1.866 2.775 0.300
H -0.621 1.131 1.318 0.056
```

Summary:
Net charge: -1
Spin multiplicity: 1
E: -23053.2531 eV
Energy above the lowest of the compared OMol25 structures with the same formula, charge and spin: 12.3 kcal/mol
Kohn-Sham gap: 6.08 eV
Strongest force on any atom: 1.57 eV/Å
HOMO: -3.912 eV


Molecular formula: C4H7NOS2
Method: DFT, ωB97M-V with the def2-TZVPD basis set

The geometry in XYZ format:
```
15
Properties=species:S:1:pos:R:3:mulliken_charge:R:1
C 1.485 -1.137 -0.556 -1.230
C 0.437 -0.185 -1.097 0.372
O 0.868 1.203 -1.202 -0.551
C -0.917 -0.250 -0.339 -0.175
S -1.751 -1.616 -0.099 -0.111
C -1.347 1.056 0.174 0.098
N -1.588 1.329 1.403 -0.449
S -1.060 0.152 2.510 -0.111
H 2.245 -1.343 -1.290 0.353
H 1.987 -0.854 0.377 0.336
H 1.002 -2.110 -0.334 0.318
H 0.282 -0.434 -2.174 0.234
H 1.189 1.435 -0.312 0.361
H -1.583 1.769 -0.619 0.393
H -1.249 0.985 3.558 0.164
```

Summary:
Net charge: 0
SMILES: C[C@H](O)C(=S)/C=N\S
Spin multiplicity: 1
E: -29467.5772 eV
Energy above the lowest of the compared OMol25 structures with the same formula, charge and spin: 51.0 kcal/mol
Kohn-Sham gap: 8.01 eV
Strongest force on any atom: 1.64 eV/Å
HOMO: -8.990 eV


Molecular formula: C5H7NO
Method: DFT, ωB97M-V with the def2-TZVPD basis set

The geometry in XYZ format:
```
14
Properties=species:S:1:pos:R:3:mulliken_charge:R:1
C -1.931 0.099 -0.071 -0.486
C -1.524 1.307 -0.202 -0.290
C 2.091 -0.138 0.096 -0.784
C 1.345 1.000 0.137 0.015
C -0.966 -0.841 0.686 -0.191
N 0.229 1.099 0.968 -0.329
O -0.240 -0.084 1.541 -0.273
H -2.862 -0.206 -0.505 0.391
H -1.749 2.224 -0.676 0.395
H 3.115 -0.117 -0.311 0.246
H 1.855 -0.984 0.632 0.368
H 1.505 2.010 -0.331 0.318
H -1.338 -1.752 1.150 0.442
H -0.254 -1.199 -0.213 0.178
```

Summary:
Net charge: 0
Spin multiplicity: 1
E: -8829.8730 eV
Energy above the lowest of the compared OMol25 structures with the same formula, charge and spin: 146.0 kcal/mol
Kohn-Sham gap (alpha / beta): 8.52 / 8.52 eV
Strongest force on any atom: 4.32 eV/Å
HOMO (alpha / beta): -8.104 / -8.106 eV


- Which of these has the highest spin multiplicity?
  C33H35Ge2N4O6Ti